*P*
Here is one molecule with the formula C2H6N2O from the Open Molecules 2025 dataset. Energies are from ωB97M-V with the def2-TZVPD basis set.

Output
Total charge: 0
E_LUMO (eV): 0.78
SMILES: NCC(N)=O
Frontier orbital gap (eV): 10.508
E_HOMO (eV): -9.7289

Each line ends with the Mulliken charge.
Positions of all 11 atoms, in Å:
1 N 1.95 -0.01 -0.55  -0.58
2 C 0.53 -0.42 -0.75  -0.33
3 C -0.66 -0.10 0.11  0.42
4 N -0.54 1.14 0.89  -0.43
5 O -1.65 -0.79 0.17  -0.56
6 H 1.96 0.96 -0.22  0.24
7 H 2.38 -0.55 0.23  0.28
8 H 0.44 -1.54 -0.87  0.32
9 H 0.17 -0.13 -1.78  0.23
10 H 0.34 1.54 1.12  0.17
11 H -1.23 1.29 1.63  0.24


*Q*
Here is one molecule with the formula C2H6N2O from the Open Molecules 2025 dataset. Energies are from ωB97M-V with the def2-TZVPD basis set.

Output
Total charge: 0
E_LUMO (eV): 0.90
SMILES: [H]/N=C/NOC
Frontier orbital gap (eV): 10.094
E_HOMO (eV): -9.1959

Each line ends with the Mulliken charge.
Positions of all 11 atoms, in Å:
1 H -2.11 -1.04 -1.65  0.22
2 N -1.10 -0.75 -1.38  -0.59
3 C -0.90 -1.13 -0.12  0.01
4 N 0.22 -0.80 0.57  -0.24
5 O 1.15 0.07 -0.10  -0.25
6 C 0.85 1.40 0.14  -0.46
7 H -1.49 -1.74 0.53  0.36
8 H 0.78 -1.44 1.21  0.26
9 H 1.19 1.69 1.22  0.21
10 H -0.21 1.79 0.00  0.24
11 H 1.62 1.95 -0.43  0.24


*R*
Here is one molecule with the formula C2H6N2O from the Open Molecules 2025 dataset. Energies are from ωB97M-V with the def2-TZVPD basis set.

Output
Total charge: 0
E_LUMO (eV): 1.03
SMILES: CC/N=N/O
Frontier orbital gap (eV): 10.758
E_HOMO (eV): -9.7243

Each line ends with the Mulliken charge.
Positions of all 11 atoms, in Å:
1 C -0.97 0.98 -0.93  -0.95
2 C -0.60 0.29 0.34  -0.22
3 N 0.82 -0.06 0.52  -0.23
4 N 0.98 -1.32 0.50  -0.07
5 O 2.14 -1.96 0.55  -0.36
6 H -2.02 1.31 -0.94  0.28
7 H -0.30 1.88 -0.86  0.24
8 H -0.79 0.14 -1.65  0.29
9 H -1.00 0.97 1.13  0.30
10 H -1.20 -0.72 0.50  0.36
11 H 2.95 -1.52 0.86  0.35


Most stable to least stable: *P*, *Q*, *R*


*P*
Here is one molecule with the formula C2H6N2O from the Open Molecules 2025 dataset. Energies are from ωB97M-V with the def2-TZVPD basis set.

Output
Total charge: 0
E_LUMO (eV): 0.87
SMILES: NCC(N)=O
Frontier orbital gap (eV): 9.898
E_HOMO (eV): -9.0238

Each line ends with the Mulliken charge.
Positions of all 11 atoms, in Å:
1 N 0.90 -0.53 1.11  -0.47
2 C -0.09 -0.86 0.07  -0.43
3 C -0.83 0.42 -0.23  0.48
4 N -0.12 1.31 -0.99  -0.36
5 O -1.97 0.62 0.13  -0.56
6 H 1.85 -0.46 0.78  0.18
7 H 0.69 -0.89 2.01  0.19
8 H 0.32 -1.44 -0.76  0.29
9 H -0.85 -1.50 0.51  0.28
10 H 0.50 1.05 -1.71  0.20
11 H -0.40 2.28 -0.92  0.21


*Q*
Here is a 2-piece molecular cluster, C2H6N2O overall from the Open Molecules 2025 dataset. Energies are from ωB97M-V with the def2-TZVPD basis set.

Output
Total charge: 0
E_LUMO (eV): 0.87
SMILES: [NH3+][O-].CC#N
Frontier orbital gap (eV): 9.585
E_HOMO (eV): -8.7174

Each line ends with the Mulliken charge.
Positions of all 11 atoms, in Å:
1 N -0.34 1.17 -1.32  -0.17
2 O -1.13 0.31 -0.58  -0.75
3 H 0.58 1.25 -0.75  0.35
4 H -0.36 0.77 -2.22  0.28
5 H -0.87 2.08 -1.34  0.29
6 C 0.08 -1.32 1.13  -0.70
7 C 0.88 -0.12 0.95  0.49
8 N 1.47 0.79 0.66  -0.57
9 H 0.66 -2.36 1.10  0.26
10 H -0.39 -1.29 2.15  0.23
11 H -0.57 -1.28 0.23  0.29


Most stable to least stable: *P*, *Q*


*P*
Here is a 2-piece molecular cluster, C2H6N2O overall from the Open Molecules 2025 dataset. Energies are from ωB97M-V with the def2-TZVPD basis set.

Output
Total charge: 0
E_LUMO (spin up / spin down) (eV): 0.31 / 0.31
SMILES: C=CN.N=O
Frontier orbital gap (spin up / spin down) (eV): 8.140 / 8.141
E_HOMO (spin up / spin down) (eV): -7.8275 / -7.8299

Each line ends with the Mulliken charge.
Positions of all 11 atoms, in Å:
1 C 0.38 1.15 -0.62  -0.86
2 C -0.37 0.59 0.39  0.12
3 N -1.09 -0.61 0.29  -0.42
4 H 0.43 0.72 -1.63  0.27
5 H 0.65 2.15 -0.35  0.27
6 H -0.45 1.08 1.43  0.24
7 H -0.99 -1.21 -0.59  0.24
8 H -1.56 -0.90 1.14  0.20
9 N 2.25 -0.39 -0.35  0.08
10 O 2.94 -0.28 0.63  -0.32
11 H 1.74 -1.34 -0.33  0.18


*Q*
Here is one molecule with the formula C2H6N2O from the Open Molecules 2025 dataset. Energies are from ωB97M-V with the def2-TZVPD basis set.

Output
Total charge: 0
E_LUMO (eV): 0.82
SMILES: CNC(N)=O
Frontier orbital gap (eV): 10.404
E_HOMO (eV): -9.5875

Each line ends with the Mulliken charge.
Positions of all 11 atoms, in Å:
1 C 1.66 0.21 -0.06  -0.72
2 N 0.39 -0.45 0.11  -0.18
3 C -0.73 0.35 0.02  0.58
4 N -1.94 -0.35 -0.07  -0.42
5 O -0.73 1.60 0.02  -0.64
6 H 2.25 -0.40 -0.78  0.30
7 H 1.40 1.27 -0.52  0.25
8 H 2.13 0.33 1.02  0.22
9 H 0.34 -1.44 0.21  0.19
10 H -2.00 -1.35 -0.16  0.18
11 H -2.77 0.24 0.21  0.24


Most stable to least stable: *Q*, *P*


*P*
Here is one molecule with the formula C5H6S2 from the Open Molecules 2025 dataset. Energies are from ωB97M-V with the def2-TZVPD basis set.

Output
Total charge: 0
E_LUMO (eV): -0.11
SMILES: S=C1C[C@H]2C[C@@H]2S1
Frontier orbital gap (eV): 8.596
E_HOMO (eV): -8.7038

Each line ends with the Mulliken charge.
Positions of all 13 atoms, in Å:
1 S 0.18 2.93 -1.54  -0.31
2 C 0.01 1.59 -0.78  0.29
3 C 0.94 0.81 0.15  -0.47
4 C 0.46 -0.58 0.02  -0.36
5 C -0.42 -1.65 0.49  -0.47
6 C -1.03 -0.36 0.40  -0.07
7 S -1.55 0.79 -0.80  -0.12
8 H 1.99 0.64 -0.41  0.22
9 H 1.23 1.20 1.13  0.35
10 H 0.35 -0.72 -1.13  0.22
11 H -0.56 -2.24 1.44  0.24
12 H -0.54 -2.41 -0.32  0.20
13 H -1.04 -0.01 1.34  0.27


*Q*
Here is C5H6S2 as an isolated structure from the Open Molecules 2025 dataset. Energies are from ωB97M-V with the def2-TZVPD basis set.

Output
Total charge: 0
E_LUMO (eV): -0.02
Frontier orbital gap (eV): 8.329
E_HOMO (eV): -8.3474

Each line ends with the Mulliken charge.
Positions of all 13 atoms, in Å:
1 C 0.33 -0.72 -0.17  -0.43
2 C -0.53 0.17 -0.96  -0.27
3 C -0.42 -0.39 1.06  -0.27
4 C -1.71 -1.00 0.51  -0.44
5 C -1.79 -0.63 -0.72  -0.57
6 H 2.65 -1.58 0.85  0.11
7 H 0.34 -1.75 -0.72  0.24
8 H -0.41 0.54 -1.90  0.65
9 H -0.05 -0.56 2.07  0.50
10 H -2.39 -1.56 1.13  0.45
11 H -2.49 -0.47 -1.49  0.40
12 S 2.08 -0.20 -0.14  -0.21
13 S -0.39 1.50 0.25  -0.17


Most stable to least stable: *P*, *Q*


*P*
Here is one molecule with the formula C5H6S2 from the Open Molecules 2025 dataset. Energies are from ωB97M-V with the def2-TZVPD basis set.

Output
Total charge: 0
E_LUMO (eV): -0.06
SMILES: S=C1C[C@H]2C[C@@H]2S1
Frontier orbital gap (eV): 8.477
E_HOMO (eV): -8.5345

Each line ends with the Mulliken charge.
Positions of all 13 atoms, in Å:
1 S -1.32 3.06 0.47  -0.25
2 C -0.59 1.61 0.37  0.22
3 C -0.05 0.87 -0.89  -0.64
4 C -0.20 -0.51 -0.41  0.03
5 C 0.36 -1.81 0.02  -0.69
6 C 0.57 -0.52 0.88  -0.07
7 S -0.48 0.62 1.82  -0.11
8 H -0.59 1.21 -1.80  0.31
9 H 0.99 1.33 -0.90  0.24
10 H -1.21 -0.75 -0.20  0.26
11 H 1.29 -2.24 -0.29  0.26
12 H -0.41 -2.63 0.17  0.21
13 H 1.65 -0.24 0.76  0.24


*Q*
Here is one molecule with the formula C5H6S2 from the Open Molecules 2025 dataset. Energies are from ωB97M-V with the def2-TZVPD basis set.

Output
Total charge: 0
E_LUMO (spin up / spin down) (eV): -0.12 / -0.50
Frontier orbital gap (spin up / spin down) (eV): 8.467 / 6.665
E_HOMO (spin up / spin down) (eV): -8.5915 / -7.1611

Each line ends with the Mulliken charge.
Positions of all 13 atoms, in Å:
1 C 0.71 0.05 -1.20  -0.70
2 C 1.84 -0.30 -0.62  -0.17
3 C -1.36 -0.53 -0.09  -0.87
4 C -0.43 0.58 -0.24  -0.05
5 C 0.56 0.86 1.06  0.04
6 S 1.97 -0.08 1.11  -0.10
7 S -0.30 1.18 2.52  -0.20
8 H 0.55 -0.06 -2.19  0.45
9 H 2.51 -0.93 -1.20  0.32
10 H -2.01 -0.45 0.67  0.47
11 H -0.77 -1.45 -0.06  0.29
12 H -0.66 1.60 -0.61  0.37
13 H 0.81 1.83 3.00  0.15


*R*
Here is one molecule with the formula C5H6S2 from the Open Molecules 2025 dataset. Energies are from ωB97M-V with the def2-TZVPD basis set.

Output
Total charge: 0
E_LUMO (eV): 0.81
SMILES: S[C@@]12C[C@@H]1C=CS2
Frontier orbital gap (eV): 8.971
E_HOMO (eV): -8.1634

Each line ends with the Mulliken charge.
Positions of all 13 atoms, in Å:
1 S 2.66 0.94 -0.11  -0.18
2 C 0.82 0.17 0.24  0.29
3 C -0.19 1.01 1.03  -0.80
4 C -0.43 0.60 -0.50  -0.19
5 C -1.23 -0.58 -0.68  -0.49
6 C -0.73 -1.71 -0.18  -0.24
7 S 0.89 -1.60 0.52  -0.14
8 H 2.63 0.52 -1.26  0.12
9 H 0.20 2.05 1.26  0.28
10 H -0.58 0.53 1.87  0.27
11 H -0.52 1.44 -1.17  0.43
12 H -2.29 -0.71 -0.94  0.29
13 H -1.24 -2.67 -0.06  0.36


Most stable to least stable: *R*, *P*, *Q*


*P*
Here is one molecule with the formula C4H5FN2O from the Open Molecules 2025 dataset. Energies are from ωB97M-V with the def2-TZVPD basis set.

Output
Total charge: 0
E_LUMO (eV): 0.81
SMILES: Nn1cc(O)c(F)c1
Frontier orbital gap (eV): 9.020
E_HOMO (eV): -8.2102

Each line ends with the Mulliken charge.
Positions of all 13 atoms, in Å:
1 N -0.04 2.63 -0.72  -0.89
2 N 0.01 1.29 -0.35  0.40
3 C -1.11 0.49 -0.34  -0.66
4 C -0.72 -0.77 0.06  0.50
5 O -1.52 -1.86 0.21  -0.55
6 C 0.67 -0.69 0.31  0.44
7 F 1.40 -1.73 0.75  -0.30
8 C 1.11 0.59 0.06  -0.50
9 H 0.58 2.77 -1.49  0.25
10 H 0.29 3.19 0.06  0.25
11 H -2.08 0.87 -0.65  0.35
12 H -0.96 -2.60 0.51  0.32
13 H 2.11 1.03 0.14  0.39


*Q*
Here is one molecule with the formula C4H5FN2O from the Open Molecules 2025 dataset. Energies are from ωB97M-V with the def2-TZVPD basis set.

Output
Total charge: 0
E_LUMO (eV): 0.56
SMILES: CO/C(N)=C(\F)C#N
Frontier orbital gap (eV): 9.364
E_HOMO (eV): -8.8064

Each line ends with the Mulliken charge.
Positions of all 13 atoms, in Å:
1 C 1.75 -1.00 0.24  -0.52
2 O 1.40 0.45 -0.15  -0.45
3 C 0.04 0.62 -0.19  0.49
4 N -0.35 1.92 -0.37  -0.55
5 C -0.82 -0.48 -0.34  0.41
6 F -0.39 -1.74 -0.52  -0.27
7 C -2.34 -0.34 -0.08  -0.17
8 N -3.50 -0.30 0.18  -0.40
9 H 1.25 -1.81 -0.46  0.26
10 H 0.86 -0.99 1.12  0.29
11 H 2.93 -0.98 0.43  0.24
12 H -1.36 2.25 0.17  0.34
13 H 0.54 2.41 -0.03  0.33


Most stable to least stable: *P*, *Q*